1.
The following is a quantum chemistry calculation of a 5-piece molecular cluster, C35H74N6O10PS4 overall, from OMol25.

Structure (XYZ):
```
130
Properties=species:S:1:pos:R:3
C 1.88 -3.49 5.37
C 2.63 -4.80 4.74
C 4.05 -4.51 3.99
C 4.33 -2.96 3.57
C 5.91 -2.85 3.06
N 3.36 -2.35 2.60
C 2.50 -2.90 1.48
C 2.41 -4.47 1.03
C 1.04 -4.73 0.11
C -0.24 -5.28 0.98
C -0.50 -4.50 2.40
C -1.40 -3.13 2.28
C -1.69 -2.64 3.85
C -2.83 -1.47 3.97
C -2.39 -0.01 3.35
O -3.30 0.31 2.24
C -3.10 1.70 1.77
N 1.73 -1.79 0.78
C 2.14 -0.51 1.48
N 1.66 0.72 1.11
P 0.54 0.76 -0.30
N -0.89 0.06 -0.02
N 3.11 -0.96 2.55
C 3.69 0.17 3.36
C 4.88 0.85 2.41
O 6.24 0.35 2.78
C 4.85 2.49 2.40
N 4.70 3.13 3.76
H 2.42 -3.13 6.37
H 0.80 -3.86 5.73
H 1.68 -2.61 4.62
H 1.93 -5.46 4.04
H 2.87 -5.52 5.67
H 4.21 -5.21 3.05
H 4.92 -4.82 4.75
H 4.29 -2.32 4.58
H 5.96 -2.41 1.97
H 6.47 -3.89 3.17
H 6.51 -2.09 3.76
H 3.39 -4.69 0.40
H 2.35 -5.24 1.91
H 1.35 -5.63 -0.62
H 0.78 -3.83 -0.59
H -0.15 -6.45 1.09
H -1.20 -5.09 0.31
H -1.12 -5.25 3.08
H 0.46 -4.23 3.01
H -0.72 -2.31 1.81
H -2.41 -3.33 1.71
H -2.04 -3.54 4.54
H -0.66 -2.23 4.30
H -3.88 -1.77 3.52
H -3.03 -1.28 5.13
H -2.57 0.82 4.19
H -1.25 0.06 3.08
H -3.14 1.64 0.57
H -2.03 2.08 2.04
H -3.95 2.44 2.11
H 1.96 1.58 1.64
H 0.28 2.13 -0.66
H 1.14 0.03 -1.42
H -0.89 -0.31 0.95
H 2.89 0.98 3.69
H 4.24 -0.16 4.35
H 4.74 0.51 1.28
H 6.73 0.33 1.89
H 4.03 2.83 1.62
H 5.89 2.87 1.95
H 5.14 2.43 4.43
H 3.66 3.18 3.92
C 2.02 6.97 5.34
C 0.62 7.29 4.82
C 0.31 6.30 3.70
S 1.25 4.82 4.07
O 2.25 4.64 3.04
O 0.34 3.77 4.47
C 2.06 5.46 5.53
H 2.24 7.50 6.28
H 2.77 7.28 4.60
H -0.10 7.18 5.63
H 0.55 8.33 4.46
H -0.75 6.05 3.67
H 0.64 6.67 2.73
H 3.07 5.06 5.60
H 1.47 5.16 6.40
C -0.94 -1.46 -5.39
C -0.33 -1.11 -4.04
C -0.52 -2.32 -3.12
S -0.56 -3.75 -4.19
O -1.88 -4.34 -4.12
O 0.65 -4.53 -3.99
C -0.42 -2.86 -5.72
H -0.66 -0.74 -6.16
H -2.03 -1.48 -5.32
H 0.74 -0.90 -4.16
H -0.80 -0.22 -3.61
H 0.31 -2.42 -2.41
H -1.47 -2.27 -2.58
H -1.00 -3.36 -6.50
H 0.64 -2.83 -6.00
C -6.63 2.55 -2.35
C -6.07 3.20 -1.09
C -4.66 3.68 -1.40
S -4.62 4.02 -3.16
O -3.72 3.07 -3.79
O -4.52 5.45 -3.37
C -6.29 3.50 -3.49
H -7.71 2.37 -2.28
H -6.14 1.58 -2.52
H -6.70 4.06 -0.82
H -6.08 2.51 -0.24
H -4.41 4.59 -0.85
H -3.92 2.91 -1.19
H -6.35 3.03 -4.48
H -6.93 4.39 -3.46
C -1.95 1.71 -9.77
C -1.30 0.76 -10.78
C -1.49 -0.66 -10.25
S -2.98 -0.64 -9.26
O -2.62 -0.90 -7.89
O -4.02 -1.38 -9.95
C -3.30 1.11 -9.44
H -2.04 2.72 -10.17
H -1.33 1.76 -8.87
H -1.80 0.86 -11.75
H -0.24 0.99 -10.93
H -1.61 -1.38 -11.07
H -0.66 -0.97 -9.61
H -3.74 1.50 -8.52
H -4.00 1.23 -10.27
```

Summary:
Frontier orbital gap, Ha: 0.2996
HOMO, eV: -11.10
LUMO level, eV: -2.95
Total charge: +1
E, Ha: -4392.31735
Max |F|, eV/Å: 7.6

Mulliken population analysis, charges in e, atoms 1 to 5: C -0.612; C -0.435; C -1.046; C 0.058; C -0.951



2.
The following is a quantum chemistry calculation of a 3-piece molecular cluster, C35H76ClFN5O5 overall, from OMol25.

Structure (XYZ):
```
123
Properties=species:S:1:pos:R:3
C -0.80 0.55 -0.91
N 0.09 1.01 -1.99
C 1.44 0.44 -1.88
C 2.57 1.31 -2.49
C 3.34 2.26 -1.54
C 2.88 3.72 -1.50
C 1.44 3.88 -0.98
C 1.21 3.29 0.41
C -0.14 3.73 0.99
C -0.33 3.34 2.46
C -1.74 2.89 2.85
C -2.09 1.43 2.50
C -2.76 0.71 3.66
C -2.92 -0.81 3.53
C -2.99 -1.46 2.15
C -4.27 -1.15 1.37
C -4.69 -2.27 0.44
O -4.01 -2.30 -0.81
C -4.59 -1.45 -1.77
C 3.76 4.67 -0.64
C 5.25 4.41 -0.40
C 5.62 3.21 0.47
Cl 6.12 4.36 -1.98
N 3.02 4.25 -2.96
C 2.11 5.39 -3.30
C 2.74 6.28 -4.37
C 1.87 7.46 -4.78
N 0.55 7.22 -5.12
O 2.35 8.55 -4.84
C 3.01 3.21 -4.07
O 4.36 2.85 -4.22
C 2.09 2.06 -3.74
C 1.88 1.19 -4.98
C 2.99 0.27 -5.44
F 0.76 0.39 -4.72
H -1.13 -0.49 -1.05
H -1.68 1.20 -0.86
H -0.29 0.62 0.04
H -0.30 0.66 -2.86
H 1.49 -0.53 -2.39
H 1.66 0.23 -0.83
H 3.33 0.60 -2.82
H 4.38 2.26 -1.88
H 3.36 1.86 -0.52
H 0.70 3.47 -1.66
H 1.24 4.95 -0.88
H 1.28 2.21 0.41
H 1.96 3.65 1.11
H -0.17 4.82 0.92
H -0.96 3.36 0.37
H -0.08 4.21 3.08
H 0.40 2.57 2.73
H -2.46 3.56 2.37
H -1.87 3.04 3.92
H -1.17 0.89 2.25
H -2.71 1.40 1.60
H -2.13 0.91 4.54
H -3.73 1.17 3.89
H -2.10 -1.29 4.07
H -3.83 -1.13 4.04
H -2.09 -1.26 1.55
H -2.98 -2.54 2.33
H -4.21 -0.20 0.83
H -5.08 -1.03 2.10
H -5.78 -2.25 0.26
H -4.46 -3.22 0.92
H -3.93 -1.42 -2.63
H -5.57 -1.82 -2.09
H -4.71 -0.42 -1.40
H 3.30 4.78 0.33
H 3.71 5.66 -1.10
H 5.63 5.31 0.08
H 4.80 3.00 1.17
H 6.51 3.44 1.05
H 5.81 2.31 -0.11
H 3.98 4.61 -3.00
H 1.99 5.98 -2.39
H 1.15 4.98 -3.58
H 3.65 6.72 -3.98
H 3.00 5.71 -5.27
H 0.29 6.24 -5.20
H -0.13 7.73 -4.58
H 2.65 3.72 -4.96
H 4.60 2.83 -5.15
H 1.11 2.50 -3.53
H 1.60 1.85 -5.81
H 3.34 -0.39 -4.64
H 2.58 -0.37 -6.23
H 3.83 0.81 -5.86
C -1.64 -4.84 4.84
C -0.28 -4.50 4.25
C 0.87 -5.38 4.72
O 1.34 -5.09 6.02
C 0.62 -5.70 7.08
N -0.02 -3.07 4.44
H -1.75 -4.49 5.87
H -2.42 -4.37 4.25
H -1.82 -5.92 4.83
H -0.37 -4.66 3.17
H 1.73 -5.21 4.06
H 0.60 -6.45 4.64
H 0.27 -6.69 6.79
H -0.23 -5.10 7.39
H 1.30 -5.80 7.92
H 0.80 -2.81 3.90
H 0.25 -2.91 5.40
C -2.91 -7.38 -1.30
C -2.81 -5.89 -0.97
C -2.11 -5.61 0.37
O -2.86 -5.88 1.53
C -2.88 -7.24 1.94
N -4.14 -5.29 -1.07
H -3.70 -7.86 -0.72
H -3.16 -7.51 -2.35
H -1.97 -7.90 -1.10
H -2.19 -5.42 -1.74
H -1.88 -4.54 0.42
H -1.16 -6.16 0.41
H -1.92 -7.73 1.72
H -3.68 -7.80 1.47
H -3.04 -7.25 3.02
H -4.07 -4.28 -1.00
H -4.69 -5.59 -0.27
```

Summary:
Frontier orbital gap, Ha: 0.2839
HOMO, eV: -10.18
LUMO level, eV: -2.46
Total charge: +1
E, Ha: -2588.95949
Max |F|, eV/Å: 0.9

Mulliken population analysis, charges in e, atoms 1 to 5: C -1.430; N 0.017; C -2.268; C -0.139; C -2.896



3.
The following is a quantum chemistry calculation of a 4-piece molecular cluster, C35H77BN11O9P3S overall, from OMol25.

Structure (XYZ):
```
137
Properties=species:S:1:pos:R:3
C 3.31 -4.96 1.99
C 2.34 -5.20 1.32
C 1.36 -5.36 0.17
C 1.24 -6.84 -0.33
C 2.59 -7.58 -0.55
N 2.31 -9.04 -0.33
C 0.00 -4.73 0.65
C -0.82 -5.63 1.65
C -2.28 -5.78 1.15
C -2.62 -6.33 -0.10
C -3.97 -6.40 -0.50
C -4.97 -5.89 0.36
C -6.43 -5.93 -0.13
C -4.66 -5.35 1.63
C -3.30 -5.30 2.01
C 0.12 -3.32 1.30
B -1.27 -2.48 1.38
C -2.21 -2.12 0.16
O -1.70 -2.08 2.65
O 1.13 -2.44 0.69
S 1.37 -2.74 -0.86
O 0.29 -2.38 -1.73
O 2.54 -1.98 -1.22
C 1.81 -4.51 -1.09
O 3.17 -4.70 -1.41
N 3.31 -4.44 -2.82
O 3.35 -5.45 -3.41
H 4.21 -4.66 2.52
H 0.60 -7.48 0.30
H 0.73 -6.80 -1.32
H 2.92 -7.49 -1.59
H 3.38 -7.31 0.17
H 2.71 -9.33 0.56
H 2.74 -9.59 -1.07
H -0.64 -4.62 -0.26
H -0.35 -6.60 1.88
H -0.87 -5.08 2.62
H -1.81 -6.69 -0.75
H -4.26 -6.80 -1.48
H -6.77 -6.98 -0.19
H -6.44 -5.45 -1.13
H -7.10 -5.31 0.50
H -5.41 -4.95 2.31
H -3.00 -4.87 2.98
H 0.45 -3.47 2.35
H -3.25 -1.88 0.47
H -1.79 -1.27 -0.42
H -2.29 -2.99 -0.53
H -1.49 -2.77 3.29
H 1.22 -4.86 -1.96
C -4.12 1.65 -5.34
N -4.48 1.65 -3.94
C -5.91 1.93 -3.80
P -3.54 2.22 -2.62
O -3.91 1.07 -1.69
N -1.87 1.74 -2.71
C -1.52 0.50 -3.39
C -1.22 1.77 -1.40
N -3.12 3.72 -3.52
C -1.88 3.90 -4.26
C -3.36 4.92 -2.70
H -4.20 2.64 -5.80
H -4.78 0.98 -5.89
H -3.12 1.27 -5.51
H -6.14 2.97 -4.07
H -6.23 1.77 -2.77
H -6.50 1.27 -4.43
H -2.17 -0.34 -3.12
H -0.49 0.21 -3.17
H -1.55 0.62 -4.47
H -1.49 0.90 -0.79
H -1.51 2.67 -0.85
H -0.14 1.79 -1.52
H -1.01 4.00 -3.60
H -1.95 4.81 -4.86
H -1.69 3.09 -4.95
H -2.63 5.01 -1.89
H -4.36 4.87 -2.24
H -3.34 5.83 -3.30
C -1.86 8.10 1.39
N -3.23 7.70 1.16
C -3.99 8.82 0.64
P -4.17 6.61 2.10
O -4.84 5.93 0.92
N -3.29 5.19 2.58
C -2.21 4.70 1.73
C -4.18 4.08 2.92
N -3.66 7.42 3.62
C -2.58 6.93 4.48
C -4.82 7.74 4.47
H -1.76 8.83 2.21
H -1.45 8.56 0.49
H -1.20 7.26 1.61
H -4.13 9.60 1.41
H -4.97 8.50 0.30
H -3.49 9.27 -0.22
H -2.49 4.67 0.67
H -1.91 3.69 2.03
H -1.31 5.30 1.85
H -4.58 3.59 2.02
H -5.03 4.43 3.52
H -3.65 3.33 3.51
H -2.84 6.01 5.00
H -2.35 7.70 5.23
H -1.66 6.77 3.92
H -5.26 6.83 4.91
H -5.59 8.23 3.87
H -4.55 8.42 5.27
C 7.34 1.31 2.20
N 8.09 0.09 2.01
C 9.43 0.25 2.55
P 8.02 -0.98 0.66
O 8.11 -2.25 1.49
N 6.40 -1.28 0.13
C 5.30 -1.22 1.08
C 6.30 -2.52 -0.64
N 8.12 0.40 -0.49
C 6.97 1.00 -1.14
C 9.16 0.16 -1.50
H 7.73 2.15 1.60
H 7.38 1.61 3.25
H 6.28 1.19 1.97
H 10.03 0.95 1.95
H 9.96 -0.71 2.57
H 9.40 0.61 3.59
H 5.52 -1.74 2.02
H 4.39 -1.65 0.65
H 5.03 -0.19 1.31
H 6.30 -3.40 0.01
H 7.14 -2.62 -1.33
H 5.38 -2.53 -1.24
H 6.52 0.35 -1.89
H 7.28 1.93 -1.63
H 6.20 1.29 -0.42
H 8.87 -0.62 -2.21
H 10.09 -0.16 -1.02
H 9.39 1.08 -2.06
```

Summary:
Frontier orbital gap, Ha: 0.2586
HOMO, eV: -7.79
LUMO level, eV: -0.75
SMILES: C#C[C@@]1(CCN)[C@@H](Cc2ccc(C)cc2)[C@H](B(C)O)OS(=O)(=O)[C@H]1ON=O.CN(C)P(=O)(N(C)C)N(C)C.CN(C)P(=O)(N(C)C)N(C)C.CN(C)P(=O)(N(C)C)N(C)C
E, Ha: -4105.92206
Max |F|, eV/Å: 7.4

Mulliken population analysis, charges in e, atoms 1 to 5: C 0.185; C -2.330; C 2.788; C -1.226; C -0.436



> Which formula does entry 2 have?

C35H76ClFN5O5



> Which of these has the lowest max |F|?

C35H76ClFN5O5